(1)
Molecular formula: C30H40N10O10
Method: DFT, wB97M-V/def2-TZVPD

The geometry in ORCA input format:
```
! RIJCOSX wB97M-V def2-TZVPD def2/J DEFGRID3
* xyz 0 1
C -3.578 -2.208 2.912
N -4.035 -0.920 2.376
O -4.797 -0.261 3.077
O -3.563 -0.526 1.317
H -4.373 -2.925 2.699
H -3.531 -2.179 3.998
H -2.630 -2.521 2.493
C 1.134 4.189 -1.660
N 0.348 3.093 -2.395
O -0.024 2.131 -1.762
O -0.004 3.378 -3.519
H 1.955 3.704 -1.135
H 0.374 4.535 -0.969
H 1.553 4.768 -2.472
C 1.775 -0.204 4.146
N 2.262 -1.069 5.247
O 3.075 -1.922 4.974
O 1.785 -0.886 6.345
H 0.733 0.058 4.316
H 1.828 -0.778 3.227
H 2.293 0.735 3.965
C 0.420 -0.435 -0.079
N -0.566 -1.075 0.862
O -1.292 -1.938 0.417
O -0.584 -0.690 2.011
H 1.332 -1.023 -0.028
H 0.549 0.526 0.411
H 0.022 -0.399 -1.082
C -3.453 -3.368 -1.801
N -4.629 -2.830 -1.096
O -5.050 -3.467 -0.150
O -5.024 -1.736 -1.402
H -3.302 -2.855 -2.745
H -3.530 -4.442 -1.940
H -2.580 -3.154 -1.187
C -3.146 3.699 4.361
C -3.103 2.344 3.968
C -1.866 1.745 3.854
N -0.702 2.331 4.147
C -0.787 3.599 4.566
C -1.958 4.341 4.640
H -4.109 4.186 4.293
H -4.014 1.914 3.579
H -1.862 0.690 3.593
H 0.176 3.923 4.945
H -1.973 5.367 4.982
C 2.870 4.208 1.559
C 3.678 3.480 0.684
C 3.203 2.256 0.254
N 1.975 1.812 0.521
C 1.207 2.500 1.357
C 1.634 3.705 1.945
H 3.235 5.154 1.936
H 4.700 3.742 0.449
H 3.826 1.642 -0.387
H 0.167 2.217 1.460
H 1.111 4.240 2.722
C 2.281 -2.196 -3.460
C 1.303 -1.233 -3.566
C 1.443 -0.186 -4.468
N 2.532 -0.110 -5.251
C 3.512 -0.998 -5.060
C 3.419 -2.114 -4.226
H 2.113 -2.963 -2.710
H 0.433 -1.253 -2.928
H 0.717 0.618 -4.478
H 4.367 -0.821 -5.702
H 4.304 -2.709 -4.051
C 3.636 -3.482 1.302
C 4.120 -4.458 0.438
C 3.274 -5.032 -0.484
N 1.962 -4.746 -0.523
C 1.492 -3.809 0.298
C 2.313 -3.158 1.249
H 4.256 -2.951 2.015
H 5.152 -4.781 0.379
H 3.672 -5.732 -1.207
H 0.445 -3.591 0.139
H 1.903 -2.315 1.787
C -3.018 1.426 -4.991
C -2.817 1.492 -3.610
C -2.239 0.407 -2.987
N -1.879 -0.738 -3.588
C -2.115 -0.791 -4.901
C -2.598 0.292 -5.648
H -3.469 2.220 -5.570
H -3.064 2.363 -3.021
H -2.030 0.450 -1.925
H -1.762 -1.717 -5.342
H -2.814 0.216 -6.705
*
```

The HOMO-LUMO gap is 9.5 eV. The value obtained for the HOMO energy is -9.42 eV. As for the SMILES: C[N+](=O)[O-].C[N+](=O)[O-].C[N+](=O)[O-].C[N+](=O)[O-].C[N+](=O)[O-].c1ccncc1.c1ccncc1.c1ccncc1.c1ccncc1.c1ccncc1.

(2)
Molecular formula: C30H40N3O8S6
Method: DFT, wB97M-V/def2-TZVPD

The geometry in ORCA input format:
```
! RIJCOSX wB97M-V def2-TZVPD def2/J DEFGRID3
* xyz 1 1
N 8.761 -2.138 -0.429
C 7.552 -2.030 -1.092
C 6.118 -1.943 -0.298
C 5.004 -1.131 -1.241
C 3.743 -1.965 -1.956
C 3.558 -3.588 -1.816
O 4.684 -4.335 -1.907
O 2.292 -4.319 -1.652
C 2.691 -1.001 -2.827
S 1.190 -1.837 -3.643
C 2.973 0.615 -2.953
N 4.162 1.344 -2.295
C 4.265 2.831 -2.571
C 4.089 3.794 -1.255
C 2.534 3.839 -0.659
S 1.302 4.225 -2.016
C -0.468 4.193 -1.407
S -1.085 5.669 -0.750
N -1.417 3.015 -1.437
C -1.435 2.304 -2.772
C -1.167 3.088 -4.219
C -1.185 2.368 -5.692
C -1.530 0.771 -5.829
C -1.829 -0.053 -4.429
C -1.773 0.673 -2.926
C -1.212 2.076 -0.270
C 0.133 1.161 -0.002
C 0.385 0.174 1.285
C -0.782 0.058 2.430
C -2.177 0.916 2.191
C -2.423 1.916 0.873
C 5.132 0.514 -1.483
S 6.649 1.325 -0.656
H 9.535 -2.146 -1.159
H 7.534 -1.957 -2.261
H 6.326 -1.316 0.695
H 5.709 -2.988 0.081
H 2.238 -4.948 -2.455
H 0.553 -2.678 -2.705
H 2.209 1.265 -3.594
H 5.356 3.014 -3.016
H 3.526 3.081 -3.463
H 4.375 4.899 -1.580
H 4.779 3.512 -0.351
H 2.502 4.691 0.176
H 2.374 2.818 -0.110
H -0.921 4.251 -4.182
H -0.954 2.972 -6.686
H -1.592 0.202 -6.854
H -2.100 -1.190 -4.530
H -2.016 -0.013 -2.009
H 1.005 1.258 -0.806
H 1.437 -0.384 1.332
H -0.571 -0.631 3.370
H -3.019 0.805 3.012
H -3.448 2.502 0.758
H 6.196 1.548 0.677
O -5.683 2.753 1.039
S -7.076 2.651 0.660
O -8.076 3.580 1.145
O -7.593 1.132 0.943
C -7.422 0.584 2.242
C -8.462 1.115 3.210
C -7.179 2.593 -1.112
H -6.407 0.766 2.611
H -7.542 -0.501 2.150
H -8.311 2.182 3.401
H -8.404 0.589 4.167
H -9.470 0.999 2.799
H -6.467 1.854 -1.483
H -6.929 3.583 -1.497
H -8.199 2.329 -1.398
O -0.216 -2.421 4.435
S -0.553 -3.798 4.142
O -1.679 -4.463 4.764
O 0.775 -4.722 4.341
C 1.468 -4.665 5.578
C 0.754 -5.464 6.652
C -0.692 -3.986 2.383
H 1.620 -3.627 5.893
H 2.460 -5.099 5.411
H -0.202 -5.002 6.915
H 1.361 -5.524 7.560
H 0.537 -6.478 6.301
H 0.181 -3.535 1.909
H -1.601 -3.473 2.060
H -0.760 -5.049 2.145
*
```

The HOMO-LUMO gap is 4.7 eV. The value obtained for the HOMO energy is -10.23 eV.

(3)
Molecular formula: C30H40O20
Method: DFT, wB97M-V/def2-TZVPD

The geometry in ORCA input format:
```
! RIJCOSX wB97M-V def2-TZVPD def2/J DEFGRID3
* xyz 0 1
C 4.149 1.091 2.494
C 4.697 1.051 3.934
C 6.178 1.503 3.942
O 6.007 2.758 4.608
C 4.770 3.011 5.069
O 4.362 4.017 5.599
O 3.996 1.940 4.713
H 4.081 2.162 2.196
H 3.195 0.555 2.584
H 4.825 0.610 1.814
H 4.500 0.095 4.335
H 6.658 1.756 2.963
H 6.882 0.966 4.542
C -2.421 1.207 -3.278
C -2.325 -0.242 -3.691
C -3.619 -1.088 -3.581
O -3.656 -1.840 -4.739
C -2.613 -1.439 -5.563
O -2.359 -2.014 -6.568
O -2.017 -0.295 -5.120
H -2.405 1.334 -2.187
H -3.365 1.789 -3.613
H -1.529 1.770 -3.625
H -1.481 -0.719 -3.189
H -4.401 -0.301 -3.512
H -3.568 -1.736 -2.736
C 0.313 3.517 6.744
C 0.122 2.421 5.647
C -1.266 1.729 5.545
O -1.897 2.316 4.437
C -1.012 2.991 3.732
O -1.260 3.416 2.640
O 0.188 3.116 4.394
H 1.293 3.977 6.626
H 0.206 3.006 7.708
H -0.454 4.301 6.645
H 0.881 1.654 5.711
H -1.830 1.716 6.446
H -1.148 0.726 5.213
C -4.843 -4.940 -2.690
C -3.476 -5.112 -3.344
C -2.393 -4.227 -2.794
O -1.635 -5.064 -1.943
C -1.827 -6.327 -2.368
O -1.168 -7.230 -2.054
O -2.892 -6.403 -3.158
H -4.795 -5.286 -1.710
H -5.534 -5.617 -3.216
H -5.140 -3.880 -2.672
H -3.629 -4.972 -4.448
H -2.788 -3.348 -2.241
H -1.836 -3.835 -3.637
C 1.112 2.236 -0.248
C 1.166 0.794 -0.029
C 0.318 0.397 1.202
O -0.286 -0.873 0.796
C -0.185 -0.998 -0.506
O -0.837 -1.859 -1.095
O 0.567 -0.043 -1.086
H 0.065 2.699 -0.336
H 1.654 2.442 -1.199
H 1.614 2.712 0.548
H 2.150 0.364 0.062
H -0.436 1.201 1.388
H 0.955 0.251 2.068
C -1.476 -4.258 1.917
C -0.022 -4.555 1.630
C 0.538 -4.300 0.258
O 1.746 -3.470 0.468
C 1.707 -2.991 1.740
O 2.449 -2.148 2.244
O 0.792 -3.666 2.409
H -1.766 -4.620 2.889
H -2.031 -4.681 1.123
H -1.600 -3.203 1.848
H 0.212 -5.541 2.035
H -0.237 -3.788 -0.323
H 0.856 -5.188 -0.327
O -1.315 4.583 -5.702
C -0.339 4.637 -5.002
C -0.182 5.694 -3.969
C 1.013 5.808 -3.434
C 2.094 4.833 -3.741
O 3.243 4.964 -3.361
C 1.843 3.629 -4.557
C 0.637 3.527 -5.160
H -1.008 6.475 -3.790
H 1.232 6.620 -2.746
H 2.651 2.961 -4.708
H 0.383 2.771 -5.911
*
```

The HOMO-LUMO gap is 9.0 eV. The value obtained for the HOMO energy is -10.41 eV. As for the SMILES: C[C@H]1COC(=O)O1.C[C@H]1COC(=O)O1.C[C@H]1COC(=O)O1.C[C@H]1COC(=O)O1.C[C@H]1COC(=O)O1.C[C@H]1COC(=O)O1.O=C1C=CC(=O)C=C1.

(4)
Molecular formula: C30H41BFN2O19
Method: DFT, wB97M-V/def2-TZVPD

The geometry in ORCA input format:
```
! RIJCOSX wB97M-V def2-TZVPD def2/J DEFGRID3
* xyz -1 1
C 3.773 4.423 -1.400
C 3.438 2.929 -1.801
B 4.615 2.160 -2.580
O 4.498 2.103 -4.005
N 5.828 1.546 -1.984
C 5.623 0.189 -1.418
C 4.523 0.094 -0.283
C 3.130 -0.460 -0.757
C 2.109 -0.211 0.425
O 2.184 -0.936 1.392
N 1.059 0.804 0.394
C -0.083 0.341 -0.395
C -1.303 0.031 0.364
C -2.437 -0.471 -0.399
C -2.374 -0.647 -1.837
C -1.168 -0.292 -2.565
C 0.008 0.208 -1.836
C 5.475 -0.942 -2.526
O 5.711 -0.726 -3.723
O 5.144 -2.166 -2.174
C 7.003 -0.175 -0.701
C 8.169 -0.409 -1.734
F 7.337 0.734 0.337
H 4.673 4.470 -0.739
H 3.822 5.098 -2.287
H 2.906 4.794 -0.781
H 3.097 2.403 -0.876
H 2.555 2.962 -2.506
H 5.257 2.606 -4.354
H 6.151 2.189 -1.246
H 4.909 -0.633 0.485
H 4.436 1.077 0.246
H 3.117 -1.569 -0.914
H 2.799 -0.002 -1.720
H 1.401 1.716 0.090
H -1.338 0.173 1.463
H -3.364 -0.713 0.161
H -3.229 -1.055 -2.438
H -1.088 -0.406 -3.667
H 0.898 0.452 -2.450
H 6.816 -1.180 -0.231
H 8.083 -1.470 -2.100
H 8.086 0.257 -2.628
H 9.154 -0.297 -1.199
C 0.946 -1.068 4.087
C 1.567 -2.314 4.644
O 0.828 -2.522 5.851
C -0.370 -1.899 5.704
O -1.287 -2.020 6.462
O -0.393 -1.129 4.592
H 0.954 -1.049 2.999
H 1.422 -0.158 4.462
H 1.430 -3.179 3.991
H 2.629 -2.194 4.853
C 2.520 -5.502 -2.426
C 3.088 -4.119 -2.271
O 1.915 -3.303 -2.208
C 0.895 -4.090 -1.785
O -0.181 -3.688 -1.467
O 1.257 -5.404 -1.769
H 3.143 -6.264 -1.960
H 2.352 -5.772 -3.473
H 3.653 -3.999 -1.346
H 3.720 -3.828 -3.107
C -5.627 2.663 -1.176
C -6.960 2.342 -1.789
O -6.657 1.247 -2.651
C -5.529 0.655 -2.172
O -5.099 -0.386 -2.561
O -4.959 1.403 -1.193
H -5.714 3.043 -0.159
H -5.051 3.375 -1.773
H -7.694 2.015 -1.048
H -7.372 3.174 -2.348
C -8.788 6.020 -5.253
C -7.435 5.395 -5.051
O -7.364 5.249 -3.635
C -8.640 5.212 -3.166
O -8.936 4.931 -2.047
O -9.532 5.533 -4.139
H -9.252 5.720 -6.192
H -8.756 7.112 -5.207
H -7.357 4.407 -5.513
H -6.624 6.022 -5.419
C -3.326 -3.606 8.657
C -1.981 -4.230 8.875
O -1.917 -4.371 10.294
C -3.195 -4.406 10.753
O -3.501 -4.681 11.872
O -4.081 -4.089 9.770
H -3.780 -3.911 7.716
H -3.292 -2.515 8.698
H -1.901 -5.220 8.419
H -1.169 -3.605 8.509
*
```

The HOMO-LUMO gap is 6.3 eV. The value obtained for the HOMO energy is -4.95 eV.

(5)
Molecular formula: C30H41N2O21V2
Method: DFT, wB97M-V/def2-TZVPD

The geometry in ORCA input format:
```
! RIJCOSX wB97M-V def2-TZVPD def2/J DEFGRID3
* xyz 1 1
O -4.098 -1.179 -0.724
V -3.518 -2.704 -0.836
O -3.132 -3.194 0.584
O 1.506 -3.363 -2.755
V -0.096 -3.288 -2.534
O -0.757 -3.304 -4.014
C -1.595 0.044 0.279
C -0.793 -0.741 -0.763
O -1.382 -1.794 -1.509
H -2.104 -0.632 0.970
H -2.385 0.650 -0.173
H -1.046 0.807 0.832
H 0.158 -1.078 -0.337
H -0.412 -0.018 -1.493
C -4.028 1.499 -3.051
O -2.645 1.742 -3.329
C -1.941 0.703 -3.962
C -1.570 1.021 -5.443
O -2.701 1.469 -6.167
C -2.485 2.583 -7.032
H -4.449 2.416 -2.642
H -4.094 0.753 -2.254
H -4.669 1.180 -3.873
H -2.492 -0.241 -3.963
H -1.056 0.638 -3.325
H -1.321 0.050 -5.889
H -0.649 1.575 -5.631
H -3.251 2.739 -7.786
H -1.592 2.457 -7.655
H -2.285 3.417 -6.358
C 4.030 1.065 -3.401
O 3.277 1.186 -4.362
N 3.651 0.534 -2.243
C 2.363 -0.144 -2.149
C 4.663 0.278 -1.234
H 5.023 1.530 -3.287
H 2.267 -0.397 -1.092
H 2.552 -1.067 -2.702
H 1.483 0.423 -2.443
H 5.529 -0.254 -1.632
H 4.935 1.213 -0.743
H 4.267 -0.432 -0.509
C 0.875 -4.107 0.867
O 0.595 -3.754 -0.284
N 1.015 -5.355 1.287
C 1.240 -5.687 2.667
C 0.845 -6.467 0.365
H 1.095 -3.359 1.634
H 1.350 -4.853 3.358
H 2.236 -6.139 2.742
H 0.529 -6.408 3.068
H 0.002 -6.238 -0.279
H 1.806 -6.744 -0.075
H 0.643 -7.377 0.931
C -0.489 3.907 0.691
C -0.768 3.322 -0.470
C 0.305 2.971 -1.498
O 0.056 2.872 -2.682
C 1.656 2.945 -0.979
C 1.922 3.493 0.241
C 0.896 4.148 1.109
O 1.225 4.728 2.118
O 3.181 3.425 0.714
O -2.018 3.218 -0.954
H -1.305 4.309 1.279
H 2.461 2.567 -1.594
H 3.157 3.574 1.672
H -1.973 2.594 -1.705
C 2.335 -0.944 2.537
C 2.899 -1.979 3.187
C 3.203 -1.958 4.647
O 3.759 -2.882 5.199
C 2.696 -0.782 5.325
C 2.067 0.187 4.693
C 1.940 0.272 3.195
O 1.689 1.306 2.611
O 1.565 1.240 5.399
O 3.116 -3.187 2.617
H 2.175 -1.020 1.468
H 2.655 -0.817 6.406
H 0.980 1.727 4.802
H 3.752 -3.698 3.143
C -4.045 1.224 3.221
C -3.829 2.558 3.172
C -2.461 3.082 3.189
O -2.299 4.287 3.112
C -1.441 2.061 3.337
C -1.672 0.761 3.521
C -3.058 0.199 3.394
O -3.388 -0.975 3.400
O -0.757 -0.176 3.800
O -4.800 3.478 3.141
H -5.046 0.849 3.402
H -0.380 2.250 3.470
H -1.100 -1.078 3.762
H -4.250 4.287 3.259
*
```

The HOMO-LUMO gap is 4.7 eV. The value obtained for the HOMO energy is -11.03 eV.

Q: The highest HOMO-LUMO gap belongs to which entry?
A: C30H40N10O10